(1)
Entry from OMol25: a structure of composition C31H53BrCeNO3P3 at a distorted geometry (ωB97M-V with the def2-TZVPD basis set).

## Properties
- Largest force on an atom: 3.958 eV/A
- HOMO-LUMO gap (spin up / spin down): 4.1 / 4.1 eV
- E: -151434.9878 eV
- Molecular weight: 800.711 g mol⁻¹
- Highest occupied orbital energy (spin up / spin down): -18.8 / -18.8 eV

```
! RIJCOSX wB97M-V def2-TZVPD def2/J DEFGRID3
* xyz 4 1
C -1.891 1.353 -3.594
C -0.566 0.939 -3.365
C 0.462 1.753 -3.877
C 0.125 2.903 -4.606
N -1.136 3.270 -4.820
C -2.124 2.517 -4.343
C -0.275 -0.273 -2.611
C 0.039 -1.488 -2.406
C 0.376 -2.878 -2.525
C 0.748 -3.630 -1.378
C 0.997 -5.000 -1.468
C 0.867 -5.643 -2.703
C 0.548 -4.917 -3.860
C 0.332 -3.542 -3.770
Ce -0.209 -0.584 -0.158
P -0.501 2.295 0.353
H 1.508 1.485 -3.732
H -2.730 0.773 -3.214
H 0.913 3.533 -5.023
H -3.148 2.832 -4.553
H 0.109 -2.965 -4.668
H 0.866 -3.131 -0.400
H 0.474 -5.433 -4.812
H 1.281 -5.556 -0.578
C -0.390 2.894 2.097
C -0.102 4.376 2.328
H 0.405 2.293 2.568
H -1.330 2.607 2.596
H 0.007 4.553 3.406
H 0.835 4.697 1.855
H -0.913 5.030 1.981
C 0.632 3.391 -0.613
C 0.094 4.740 -1.080
H 0.922 2.803 -1.498
H 1.550 3.522 -0.020
H 0.887 5.274 -1.622
H -0.743 4.628 -1.782
H -0.218 5.392 -0.253
C -2.200 2.748 -0.202
C -2.821 4.004 0.401
H -2.836 1.882 0.043
H -2.179 2.808 -1.300
H -3.843 4.119 0.017
H -2.894 3.944 1.493
H -2.280 4.920 0.134
Br 1.125 -7.516 -2.784
P 2.622 -0.366 0.441
C 3.398 1.234 0.893
C 4.682 1.175 1.714
H 2.628 1.800 1.443
H 3.569 1.786 -0.044
H 4.978 2.197 1.980
H 4.555 0.621 2.651
H 5.520 0.735 1.159
C 3.092 -1.555 1.767
C 4.418 -2.286 1.592
H 2.272 -2.289 1.838
H 3.083 -1.001 2.717
H 4.520 -3.039 2.384
H 4.480 -2.815 0.633
H 5.280 -1.614 1.682
C 3.468 -0.895 -1.105
C 4.942 -0.530 -1.243
H 2.896 -0.445 -1.933
H 3.325 -1.982 -1.198
H 5.301 -0.881 -2.218
H 5.103 0.554 -1.209
H 5.573 -1.005 -0.483
C -2.942 -3.836 -0.905
C -3.057 -2.351 -0.642
O -2.119 -1.988 0.422
P -2.521 -1.092 1.853
O -3.249 -2.127 2.886
C -4.529 -1.643 3.515
C -5.358 -0.830 2.556
O -0.847 -1.345 2.128
C -0.157 -0.898 3.329
C -1.068 -0.397 4.430
H -1.937 -4.143 -1.218
H -3.646 -4.091 -1.703
H -3.215 -4.413 -0.013
H -2.817 -1.762 -1.543
H -4.083 -2.101 -0.334
H -5.060 -2.548 3.833
H -4.284 -1.046 4.405
H -5.639 -1.414 1.675
H -6.277 -0.553 3.081
H -4.865 0.097 2.230
H 0.452 -1.744 3.672
H 0.549 -0.105 3.030
H -1.658 -1.208 4.869
H -0.425 0.002 5.226
H -1.723 0.421 4.106
*
```

Atomic partial charges in e from the Löwdin method, atoms 1 to 6:
1 C 0.01
2 C -0.21
3 C 0.01
4 C -0.06
5 N 0.14
6 C -0.07



(2)
Entry from OMol25: a structure of composition C31H53BrCrNP3 at a distorted geometry (ωB97M-V with the def2-TZVPD basis set).

## Properties
- Largest force on an atom: 3.866 eV/A
- HOMO-LUMO gap (spin up / spin down): 6.8 / 7.6 eV
- E: -160810.2610 eV
- Molecular weight: 664.594 g mol⁻¹
- Highest occupied orbital energy (spin up / spin down): -13.8 / -13.8 eV

```
! RIJCOSX wB97M-V def2-TZVPD def2/J DEFGRID3
* xyz 2 5
C 2.993 4.754 -1.574
C 2.027 4.062 -2.315
C 2.097 4.016 -3.717
C 3.192 4.638 -4.327
N 4.134 5.250 -3.607
C 4.047 5.340 -2.280
C 0.910 3.452 -1.656
C -0.194 3.184 -1.245
C -1.301 2.563 -0.589
C -1.358 1.149 -0.578
C -2.314 0.499 0.279
C -3.021 1.333 1.120
C -3.195 2.694 0.917
C -2.285 3.318 0.059
Cr -0.635 -0.580 0.911
P 1.493 -0.434 -0.317
H 1.290 3.563 -4.288
H 2.878 4.865 -0.496
H 3.273 4.623 -5.417
H 4.819 5.888 -1.731
H -2.330 4.403 -0.111
H -0.928 0.646 -1.467
H -3.994 3.267 1.398
H -2.388 -0.643 0.460
C 2.183 -2.113 -0.050
C 3.320 -2.548 -0.969
H 1.340 -2.817 -0.158
H 2.497 -2.188 1.005
H 3.597 -3.581 -0.723
H 3.030 -2.538 -2.027
H 4.219 -1.933 -0.840
C 1.473 -0.041 -2.122
C 2.770 0.384 -2.808
H 0.766 0.792 -2.227
H 1.028 -0.901 -2.644
H 2.599 0.403 -3.895
H 3.047 1.407 -2.525
H 3.613 -0.292 -2.617
C 2.575 0.860 0.383
C 4.074 0.571 0.365
H 2.231 1.018 1.417
H 2.336 1.790 -0.158
H 4.604 1.400 0.854
H 4.331 -0.345 0.913
H 4.478 0.494 -0.653
Br -3.884 0.489 2.662
P -1.587 -2.022 -1.556
C -0.510 -2.936 -2.737
C -1.105 -4.180 -3.389
H 0.399 -3.198 -2.168
H -0.204 -2.218 -3.515
H -0.326 -4.636 -4.014
H -1.422 -4.926 -2.650
H -1.951 -3.936 -4.046
C -2.769 -3.227 -0.824
C -4.125 -3.405 -1.497
H -2.920 -2.893 0.217
H -2.225 -4.180 -0.766
H -4.725 -4.085 -0.878
H -4.679 -2.461 -1.575
H -4.051 -3.854 -2.496
C -2.586 -0.883 -2.628
C -3.036 -1.355 -4.002
H -1.990 0.025 -2.785
H -3.442 -0.561 -2.018
H -3.572 -0.521 -4.477
H -2.185 -1.600 -4.649
H -3.720 -2.209 -3.957
C 2.356 -0.470 3.860
C 1.180 -1.408 3.617
P -0.344 -0.602 3.123
C -1.690 -1.584 3.822
C -1.644 -1.938 5.298
C -0.424 1.122 3.669
C -0.119 1.333 5.148
H 3.050 -0.474 3.013
H 2.892 -0.818 4.750
H 2.057 0.569 4.034
H 1.413 -2.158 2.843
H 0.880 -1.952 4.524
H -2.589 -0.956 3.659
H -1.800 -2.478 3.188
H -1.759 -1.054 5.932
H -2.506 -2.590 5.492
H -0.741 -2.481 5.597
H 0.269 1.686 3.023
H -1.440 1.465 3.419
H 0.835 0.898 5.463
H -0.064 2.413 5.331
H -0.908 0.925 5.788
*
```

Atomic partial charges in e from the Löwdin method, atoms 1 to 6:
1 C -0.01
2 C -0.25
3 C -0.01
4 C -0.11
5 N 0.08
6 C -0.11



(3)
Entry from OMol25: a structure of composition C31H53BrIrNO3P3 at a distorted geometry (ωB97M-V with the def2-TZVPD basis set).

## Properties
- Largest force on an atom: 4.635 eV/A
- HOMO-LUMO gap (spin up / spin down): 6.4 / 5.7 eV
- E: -141342.6111 eV
- Molecular weight: 852.812 g mol⁻¹
- Highest occupied orbital energy (spin up / spin down): -18.6 / -20.4 eV

```
! RIJCOSX wB97M-V def2-TZVPD def2/J DEFGRID3
* xyz 4 6
C 3.470 5.284 -1.503
C 2.155 5.013 -1.894
C 1.856 4.853 -3.258
C 2.853 5.116 -4.195
N 4.093 5.431 -3.812
C 4.403 5.522 -2.514
C 1.083 4.794 -0.976
C -0.053 4.424 -0.625
C -1.223 3.948 -0.071
C -1.171 3.660 1.314
C -1.538 2.376 1.647
C -1.858 1.555 0.540
C -2.559 2.068 -0.573
C -2.229 3.364 -0.887
Ir -1.250 -0.285 0.575
P 0.778 -0.193 -0.477
H 0.881 4.459 -3.558
H 3.778 5.233 -0.458
H 2.626 5.041 -5.260
H 5.435 5.780 -2.271
H -2.569 3.861 -1.800
H -0.778 4.383 2.031
H -3.250 1.458 -1.152
H -1.537 2.015 2.672
C 1.691 -1.802 -0.461
C 2.722 -2.042 -1.557
H 0.939 -2.606 -0.448
H 2.183 -1.833 0.522
H 3.107 -3.066 -1.447
H 2.302 -1.945 -2.567
H 3.592 -1.377 -1.483
C 0.644 0.520 -2.164
C 1.913 1.053 -2.823
H -0.094 1.333 -2.062
H 0.189 -0.262 -2.789
H 1.689 1.276 -3.874
H 2.245 1.988 -2.353
H 2.745 0.335 -2.825
C 1.958 0.954 0.345
C 3.438 0.822 0.007
H 1.825 0.772 1.421
H 1.577 1.964 0.114
H 3.983 1.575 0.592
H 3.839 -0.166 0.272
H 3.661 1.011 -1.050
Br -3.391 -1.328 1.299
P -2.009 -1.975 -1.481
C -0.841 -2.752 -2.678
C -1.344 -3.992 -3.417
H 0.046 -3.013 -2.087
H -0.534 -1.983 -3.401
H -0.568 -4.313 -4.122
H -1.522 -4.834 -2.741
H -2.259 -3.804 -3.990
C -2.906 -3.455 -0.857
C -4.368 -3.427 -1.248
H -2.799 -3.446 0.237
H -2.402 -4.360 -1.213
H -4.931 -4.097 -0.589
H -4.809 -2.429 -1.145
H -4.515 -3.769 -2.279
C -3.014 -0.808 -2.526
C -3.422 -1.311 -3.907
H -2.392 0.099 -2.637
H -3.896 -0.506 -1.938
H -4.035 -0.538 -4.393
H -2.547 -1.485 -4.548
H -4.027 -2.227 -3.860
C 0.471 2.300 4.562
C 0.871 1.071 3.797
O -0.331 0.291 3.561
P -0.451 -0.993 2.572
O -1.392 -1.979 3.386
C -2.184 -1.649 4.579
C -1.328 -1.794 5.803
O 0.994 -1.744 2.634
C 1.121 -3.207 2.828
C 1.934 -3.468 4.066
H -0.330 2.856 4.073
H 1.334 2.961 4.643
H 0.156 2.018 5.566
H 1.358 1.382 2.864
H 1.548 0.428 4.371
H -2.599 -0.638 4.480
H -3.013 -2.361 4.559
H -0.545 -1.032 5.821
H -1.947 -1.660 6.691
H -0.873 -2.785 5.846
H 0.127 -3.666 2.900
H 1.605 -3.599 1.926
H 1.444 -3.059 4.956
H 2.037 -4.546 4.207
H 2.935 -3.038 3.964
*
```

Atomic partial charges in e from the Löwdin method, atoms 1 to 6:
1 C 0.06
2 C -0.19
3 C 0.04
4 C 0.01
5 N 0.33
6 C 0.02



The lowest molecular weight belongs to which entry?
C31H53BrCrNP3



The highest largest force on an atom belongs to which entry?
C31H53BrIrNO3P3



Which of these has the lowest E?
C31H53BrCrNP3



What is the E in the first record?
-151434.9878 eV